Entry 1:
{
  "formula": "C6H7N",
  "method": "ωB97M-V with the def2-TZVPD basis set",
  "e_homo_ev": -8.947,
  "orbital_gap_ev": 10.1,
  "smiles": "C1[C@@H]2[C@H]3[C@@H]2N2[C@H]3[C@H]12",
  "symbols": ["C", "C", "C", "C", "N", "C", "C", "H", "H", "H", "H", "H", "H", "H"],
  "positions_angstrom": [[1.189, -0.304, -0.617], [-0.091, -1.093, -0.451], [-1.303, -0.180, -0.242], [-0.583, -0.775, 0.923], [0.029, 0.631, 1.296], [0.789, 0.958, 0.104], [-0.685, 1.154, 0.125], [1.480, -0.114, -1.649], [2.006, -0.819, -0.092], [-0.255, -2.011, -1.018], [-2.267, -0.345, -0.711], [-0.560, -1.012, 1.955], [1.452, 1.809, 0.195], [-1.202, 2.100, 0.181]],
  "mulliken_charge": [-0.522, -0.463, -0.607, -0.388, -0.579, -0.084, -0.165, 0.350, 0.305, 0.422, 0.435, 0.500, 0.399, 0.398]
}

---

Entry 2:
{
  "formula": "C8H13IrNO",
  "method": "ωB97M-V with the def2-TZVPD basis set",
  "multiplicity": 6,
  "e_homo_ev": [-4.949, -8.617],
  "orbital_gap_ev": [5.6, 6.7],
  "symbols": ["C", "C", "C", "C", "C", "Ir", "N", "C", "C", "H", "H", "H", "H", "H", "H", "H", "H", "H", "H", "C", "O", "H", "H", "H"],
  "positions_angstrom": [[-0.733, 1.330, -1.782], [0.671, 1.280, -2.196], [1.443, 2.285, -1.414], [0.466, 2.963, -0.508], [-0.864, 2.384, -0.781], [0.700, 0.669, -0.365], [-1.035, -2.435, 0.985], [-0.901, -3.642, 0.496], [0.377, -1.743, -0.177], [2.464, 2.617, -1.554], [1.067, 0.729, -3.061], [0.680, 3.832, 0.057], [-1.781, 2.715, -0.343], [-1.567, 0.780, -2.209], [0.389, -2.150, -1.264], [-1.228, -3.875, -0.599], [-2.056, -2.105, 0.618], [1.128, -2.183, 0.531], [-0.199, -4.353, 0.913], [0.131, 0.150, 2.568], [0.919, 0.680, 1.471], [0.825, -0.501, 3.179], [-0.750, -0.453, 2.207], [-0.145, 1.024, 3.227]],
  "mulliken_spin": [0.142, 0.020, 0.141, 0.272, 0.168, 2.370, -0.135, 0.628, 0.816, 0.018, 0.014, 0.025, 0.028, 0.004, -0.030, 0.011, 0.011, -0.012, 0.024, 0.022, 0.429, 0.025, -0.013, 0.020]
}

---

Strongest force on any atom, record by record: 2.86; 7.97 eV/A
ΔE to the lowest compared entry with this formula, charge and spin, record by record: 4.0623; 0.2375 eV